Formula: C42H50FI2MoN10O4PSeSi
Source: OMol25
Level of theory: the ωB97M-V functional and the def2-TZVPD basis

Each line ends with the Löwdin charge.
Atoms and positions in Å:
Mo -0.30604 1.02346 0.42755  1.43
I -3.87386 2.25761 4.22413  1.00
C -3.06642 3.47505 2.75068  -0.63
C -3.50218 4.81575 2.64398  -0.22
C -2.97243 5.66772 1.71805  -0.67
I -3.68007 7.62505 1.62430  0.93
C -1.95231 5.21748 0.83360  -0.20
C -1.25781 6.00285 -0.10873  -0.01
C -0.25679 5.43696 -0.84895  -0.01
C 0.03486 4.07498 -0.69417  -0.15
N -0.60971 3.30840 0.15597  -0.02
C -1.56471 3.87266 0.93539  -0.15
C -2.10553 2.98303 1.89813  -0.44
O -1.61150 1.77191 1.90561  -0.34
H -4.27089 5.16389 3.31955  0.08
H -1.51125 7.04772 -0.22556  0.07
H 0.31528 6.01894 -1.55692  0.12
H 0.80783 3.60467 -1.28003  0.05
C 2.98412 -5.94544 -2.37154  -0.02
C 2.05094 -5.02504 -3.14593  -0.30
C 2.59289 -4.60118 -4.50206  -0.13
C 3.83298 -3.73495 -4.33933  -0.13
C 3.53512 -2.57048 -3.43472  -0.13
C 4.27823 -1.41788 -3.47912  0.06
C 3.97973 -0.35291 -2.62814  -0.26
F 4.78057 0.72453 -2.68073  0.08
C 2.91631 -0.37244 -1.77678  0.06
C 2.14274 -1.54483 -1.70388  -0.03
C 1.03026 -1.62696 -0.77018  -0.26
O 0.65269 -0.52820 -0.23430  -0.35
C 0.49598 -2.89469 -0.50727  -0.01
C 0.86866 -3.91878 -1.34920  0.05
N 1.75360 -3.81840 -2.34042  0.03
C 2.47420 -2.64671 -2.50355  -0.06
C -0.40425 -3.29182 0.68365  -0.67
O -0.66382 -4.49902 0.74969  -0.01
O -0.77939 -2.34477 1.40059  -0.05
H 3.22709 -6.82149 -2.97316  0.09
H 2.51353 -6.28405 -1.44902  0.09
H 3.91221 -5.43840 -2.10657  0.09
H 1.08930 -5.52010 -3.28807  0.15
H 1.82175 -4.04265 -5.03798  0.13
H 2.81489 -5.49597 -5.08410  0.12
H 4.17343 -3.36325 -5.30605  0.12
H 4.65453 -4.32616 -3.92581  0.12
H 5.11057 -1.32460 -4.16489  0.14
H 2.67955 0.47608 -1.15072  0.10
H 0.41027 -4.88610 -1.17850  0.15
N 1.60079 1.90444 0.77717  0.04
C 2.27552 2.49150 1.52584  -0.14
C 3.05621 3.14183 2.44489  -0.26
C 3.16318 4.55390 2.40761  -0.24
N 3.22580 5.70379 2.37271  0.13
C 3.68380 2.33843 3.42803  -0.23
N 4.15984 1.62597 4.19976  0.14
C -0.41201 3.33845 -4.68769  -0.23
Si 0.59075 2.07033 -3.74830  0.14
C 1.03331 0.65380 -4.88966  -0.22
C 2.17027 2.87957 -3.12124  -0.21
Se -0.80791 1.22163 -2.17451  0.45
H 0.20272 3.86301 -5.42345  0.03
H -0.83325 4.07414 -4.00034  0.02
H -1.24197 2.86312 -5.21237  0.03
H 1.46223 1.02026 -5.82571  0.04
H 0.14379 0.06747 -5.12351  0.03
H 1.75967 -0.00792 -4.41454  0.00
H 3.00987 2.56490 -3.74179  0.03
H 2.41974 2.61649 -2.09241  0.01
H 2.11004 3.96773 -3.18987  0.03
C -0.38178 0.47526 5.45034  -0.07
C -0.46000 -0.92350 4.84603  -0.18
N 0.72543 -1.29169 4.07322  -0.06
C 1.65051 -2.23053 4.70795  -0.20
C 2.52950 -1.58881 5.77209  -0.07
C 0.96000 -0.72821 2.87792  -0.37
C 2.25081 -1.04986 2.18802  0.01
N 0.09127 0.07933 2.33770  0.00
H -1.26208 0.66256 6.06539  0.06
H -0.34178 1.25217 4.68679  0.06
H 0.50614 0.57333 6.07398  0.07
H -1.34911 -1.04360 4.21812  0.12
H -0.55193 -1.66357 5.64050  0.12
H 2.25388 -2.70817 3.94106  0.11
H 1.03755 -3.02211 5.14440  0.12
H 3.03637 -0.70266 5.39045  0.06
H 3.28355 -2.30048 6.10965  0.08
H 1.94177 -1.29181 6.64187  0.07
H 2.22483 -2.07700 1.81756  0.10
H 3.08924 -0.94468 2.87530  0.09
H 2.40195 -0.38028 1.35173  0.05
H -0.74329 0.20607 2.89330  0.03
C -4.86245 -2.19420 0.17307  -0.17
N -4.40589 -1.70766 -1.13028  -0.14
C -5.18889 -0.53187 -1.49676  -0.19
N -5.16167 0.53420 -0.49863  -0.14
C -5.61318 -0.01756 0.77688  -0.19
N -4.84882 -1.17638 1.22237  -0.14
C -3.48486 -0.81906 1.60200  -0.29
P -2.55935 -0.15292 0.14780  0.94
C -2.97174 -1.42665 -1.12827  -0.29
C -3.82037 1.10566 -0.38299  -0.31
H -4.23244 -3.03050 0.48084  0.14
H -5.89003 -2.54728 0.05758  0.13
H -6.22731 -0.84765 -1.62186  0.13
H -4.82311 -0.14104 -2.44825  0.13
H -6.65554 -0.32401 0.66009  0.13
H -5.55969 0.75902 1.54288  0.11
H -2.95480 -1.68972 1.97716  0.08
H -3.50479 -0.04626 2.37231  0.02
H -2.42340 -2.34252 -0.93657  0.09
H -2.66558 -1.03338 -2.10067  0.06
H -3.51197 1.51702 -1.34646  0.05
H -3.84453 1.92668 0.33929  0.09

Calculated values
Multiplicity = 3
Kohn-Sham gap (spin up / spin down) = 7.19 / 6.63 eV
Energy = -170748.2291 eV
Maximum force = 1.51 eV Å⁻¹
Energy above the lowest of the compared OMol25 structures with the same formula, charge and spin = 16.8 kcal/mol



Formula: C42H50IN10
Source: OMol25
Level of theory: the ωB97M-V functional and the def2-TZVPD basis

Each line ends with the Löwdin charge.
Atoms and positions in Å:
C -0.83910 3.98080 5.28990  -0.16
C -1.08829 4.20216 3.78998  -0.67
I -0.49298 2.37562 2.74103  0.90
C -2.57373 4.48709 3.38788  -0.24
N -3.49934 4.61495 4.52246  -0.04
C -4.26688 3.43177 4.71672  -0.33
N -4.14154 2.52438 5.67404  0.23
N -5.17525 3.41463 3.74696  0.18
C -5.42447 4.81652 3.28961  -0.05
C -4.62232 5.58046 4.36757  -0.31
C -4.25972 7.02653 4.16475  -0.01
H -1.68900 3.57322 5.82912  0.05
H -0.03998 3.24443 5.38189  0.04
H -0.44203 4.89136 5.74115  0.08
H -0.46109 4.97458 3.35970  0.07
H -2.88306 3.71855 2.67478  0.06
H -2.57341 5.41558 2.81038  0.12
H -4.90190 2.38569 6.32692  0.14
H -3.32749 1.93887 5.80692  0.14
H -6.02008 2.89571 3.98905  0.17
H -6.49361 4.96336 3.46345  0.11
H -5.03527 5.05841 2.30379  0.14
H -5.22726 5.39293 5.26598  0.15
H -3.34837 7.30382 4.69386  0.10
H -4.15691 7.30149 3.11350  0.09
H -5.07153 7.63598 4.56637  0.09
N -2.63938 -2.03814 1.32659  0.05
C -1.70579 -1.09647 1.45811  -0.19
C -0.46008 -1.15325 0.85385  -0.08
C -0.16220 -2.25498 0.06883  -0.07
C -1.11800 -3.24622 -0.08132  -0.07
C -2.33510 -3.08903 0.56492  -0.15
H -1.98338 -0.25514 2.08444  0.03
H 0.25972 -0.35623 0.99339  0.07
H 0.80182 -2.33824 -0.42136  0.09
H -0.92637 -4.12164 -0.68746  0.09
H -3.11415 -3.83783 0.47280  0.10
N 2.71917 -4.24923 -1.15226  0.06
C 3.99357 -4.44519 -1.48994  -0.14
C 4.77488 -5.47075 -0.97988  -0.07
C 4.20319 -6.33977 -0.06430  -0.08
C 2.87980 -6.15171 0.30163  -0.06
C 2.18983 -5.09668 -0.27240  -0.16
H 4.39996 -3.73980 -2.20676  0.10
H 5.80385 -5.58521 -1.29189  0.11
H 4.78088 -7.15256 0.35805  0.11
H 2.39512 -6.80591 1.01340  0.11
H 1.15077 -4.90865 -0.02451  0.09
N -0.08193 -5.23308 -4.41379  0.05
C -0.65467 -4.66310 -5.47426  -0.16
C -0.66163 -3.29478 -5.70363  -0.07
C -0.04254 -2.46937 -4.77755  -0.08
C 0.55672 -3.04060 -3.66833  -0.08
C 0.51080 -4.41853 -3.53757  -0.17
H -1.12938 -5.34643 -6.17028  0.10
H -1.14023 -2.88824 -6.58445  0.10
H -0.02608 -1.39524 -4.91715  0.10
H 1.04856 -2.43158 -2.92415  0.05
H 0.96857 -4.90499 -2.68679  0.07
N 1.91586 -0.24714 -2.76556  0.05
C 3.23200 -0.40327 -2.91056  -0.14
C 4.15744 0.60761 -2.70269  -0.07
C 3.69063 1.85427 -2.32579  -0.07
C 2.32577 2.03957 -2.17065  -0.07
C 1.48602 0.96037 -2.40037  -0.16
H 3.55021 -1.39713 -3.21079  0.10
H 5.21285 0.42617 -2.83291  0.07
H 4.38238 2.66949 -2.15635  0.10
H 1.92067 2.99916 -1.87824  0.10
H 0.41052 1.05744 -2.28832  0.10
N 6.90741 1.82912 -3.90946  0.05
C 7.83950 2.77146 -3.76187  -0.15
C 9.07539 2.73829 -4.38759  -0.07
C 9.36442 1.66388 -5.21236  -0.08
C 8.41136 0.67316 -5.37869  -0.07
C 7.20538 0.80456 -4.70905  -0.15
H 7.57149 3.59224 -3.10526  0.10
H 9.79174 3.53324 -4.23217  0.10
H 10.31910 1.59976 -5.71884  0.11
H 8.59761 -0.18208 -6.01361  0.10
H 6.42809 0.05380 -4.81344  0.10
N 3.47888 -7.78529 -5.77672  0.06
C 2.92101 -7.21306 -4.70855  -0.14
C 3.23497 -7.55565 -3.40149  -0.07
C 4.17606 -8.54909 -3.19077  -0.09
C 4.76526 -9.15687 -4.28726  -0.08
C 4.38340 -8.73789 -5.55245  -0.16
H 2.18700 -6.44423 -4.92005  0.08
H 2.75273 -7.05674 -2.57070  0.08
H 4.44739 -8.84634 -2.18464  0.10
H 5.50415 -9.93744 -4.16558  0.10
H 4.82019 -9.18274 -6.44024  0.10
N -8.94642 5.48296 4.53473  0.04
C -9.46604 6.71077 4.58370  -0.15
C -9.89167 7.32159 5.75322  -0.06
C -9.77691 6.61948 6.94096  -0.07
C -9.24242 5.34140 6.91372  -0.07
C -8.84397 4.82503 5.69202  -0.18
H -9.54162 7.22185 3.63053  0.11
H -10.30343 8.32091 5.73192  0.11
H -10.09996 7.06089 7.87491  0.11
H -9.13776 4.75902 7.81901  0.10
H -8.41831 3.82724 5.62451  0.09

Calculated values
Kohn-Sham gap = 6.15 eV
Total charge = +1
Energy = -67358.0797 eV
Maximum force = 2.57 eV Å⁻¹



Formula: C42H51BrN6O8P2W
Source: OMol25
Level of theory: the ωB97M-V functional and the def2-TZVPD basis

Each line ends with the Löwdin charge.
Atoms and positions in Å:
W 0.07271 0.43587 0.56028  1.81
C -0.40742 -0.35664 4.76888  0.02
C -0.61177 -0.24125 3.30028  -0.21
N 0.39702 -0.18809 2.42969  -0.13
N 1.70059 -0.03282 2.82190  0.13
C 2.48746 0.21203 1.82567  -0.35
O 1.99450 0.25380 0.55481  -0.28
C 3.91492 0.41947 2.05139  -0.15
C 4.42239 0.45743 3.35458  -0.02
C 5.77695 0.62827 3.56567  -0.05
C 6.64230 0.78368 2.48911  -0.05
C 6.14640 0.75916 1.19406  -0.05
C 4.79310 0.56580 0.97930  -0.02
C -1.85787 -0.22460 2.63448  -0.18
C -3.11938 -0.28646 3.25540  0.03
C -4.25610 -0.36345 2.50467  -0.03
C -4.14508 -0.41825 1.09708  -0.03
C -2.91388 -0.33147 0.52885  -0.09
N -1.76209 -0.19115 1.24242  -0.05
H 0.65829 -0.39183 4.97768  0.08
H -0.88111 -1.26049 5.15392  0.10
H -0.83864 0.49961 5.29033  0.10
H 3.73997 0.34944 4.18589  0.12
H 6.16328 0.64207 4.57584  0.12
H 7.70200 0.91689 2.66013  0.12
H 6.81469 0.88898 0.35337  0.11
H 4.40866 0.52127 -0.02898  0.08
H -3.16587 -0.27548 4.33613  0.13
H -5.22841 -0.41244 2.97595  0.12
H -5.01821 -0.53645 0.47210  0.11
H -2.79023 -0.36923 -0.54467  0.11
C 1.91639 -4.85519 1.48665  -0.03
C 3.06533 -3.86187 1.50818  -0.37
C 3.21662 -3.21651 2.86330  -0.03
O 2.94906 -2.81243 0.44896  -0.17
P 1.66287 -2.43993 -0.35100  0.52
O 0.50953 -1.90485 0.44911  -0.32
C 2.25931 -1.26416 -1.66144  -0.16
P 0.86075 -0.20553 -2.13446  0.53
O -0.34281 -0.39520 -1.23649  -0.41
O 0.52218 -0.58449 -3.60322  -0.17
C -0.78183 -1.04160 -4.17733  -0.37
C -0.48182 -1.32531 -5.63076  -0.03
C -1.36959 -2.25036 -3.47447  -0.02
O 1.15163 1.33129 -1.88633  -0.22
C 2.05685 2.30109 -2.55156  -0.37
C 3.34731 2.40113 -1.76779  -0.03
C 2.27127 1.93849 -4.00360  -0.04
O 1.13942 -3.66816 -1.18106  -0.17
C 1.86725 -4.65674 -1.99486  -0.38
C 1.53715 -4.45005 -3.46394  -0.03
C 3.36820 -4.69889 -1.76057  -0.03
H 2.04924 -5.55108 2.31342  0.10
H 1.88612 -5.43747 0.56678  0.07
H 0.96347 -4.34071 1.61378  0.09
H 3.99910 -4.35717 1.24162  0.14
H 2.29802 -2.71375 3.15172  0.08
H 4.03078 -2.49537 2.85753  0.08
H 3.44065 -3.98942 3.59805  0.10
H 2.53644 -1.83767 -2.54420  0.07
H 3.11496 -0.70083 -1.30450  0.06
H -1.46394 -0.19323 -4.09652  0.13
H 0.24093 -2.13585 -5.72225  0.09
H -0.08548 -0.44242 -6.13022  0.09
H -1.40251 -1.62309 -6.13117  0.10
H -0.78353 -3.14004 -3.68809  0.06
H -2.37778 -2.40722 -3.85773  0.11
H -1.42590 -2.13152 -2.39757  0.07
H 1.49797 3.23196 -2.46575  0.15
H 4.02695 1.58846 -2.03040  0.09
H 3.14319 2.38332 -0.69848  0.08
H 3.84677 3.34168 -1.99794  0.10
H 2.80172 0.98743 -4.09374  0.09
H 2.87683 2.71312 -4.47206  0.11
H 1.32918 1.86489 -4.54612  0.09
H 1.42956 -5.60320 -1.67699  0.15
H 1.78372 -3.44218 -3.80259  0.07
H 0.48467 -4.64539 -3.65655  0.08
H 2.11811 -5.15771 -4.05355  0.10
H 3.85512 -3.75711 -2.01850  0.09
H 3.78469 -5.48289 -2.39061  0.10
H 3.60961 -4.94260 -0.72958  0.06
Br -8.28953 0.43967 -0.37777  0.78
C -7.36497 1.98073 0.21526  -0.67
C -7.56516 3.19807 -0.42257  -0.10
C -6.84072 4.30262 -0.01876  -0.01
C -5.86949 4.18009 0.98048  -0.29
C -5.71950 2.95707 1.65076  -0.01
C -6.47799 1.86745 1.27779  -0.14
N -5.13789 5.31061 1.31057  0.10
N -4.01196 5.30995 1.82753  0.09
C -2.97278 4.43525 1.71945  -0.21
C -2.04262 4.44259 2.77012  0.02
C -0.91079 3.64730 2.77681  0.04
C -0.67986 2.79426 1.70795  -0.29
O 0.43354 2.04700 1.50864  -0.19
C -1.58007 2.75141 0.63871  -0.15
N -1.19821 1.88593 -0.36781  -0.03
C -1.87713 1.98596 -1.51745  -0.09
C -2.89547 2.89106 -1.71782  0.00
C -3.32184 3.71368 -0.68377  0.05
C -2.68944 3.62723 0.55451  -0.06
H -8.28484 3.27640 -1.22531  0.11
H -6.98392 5.26293 -0.49710  0.13
H -5.02716 2.88661 2.48138  0.12
H -6.38244 0.92748 1.80304  0.07
H -2.24892 5.10516 3.59981  0.13
H -0.20014 3.68079 3.59169  0.13
H -1.56344 1.32310 -2.31006  0.10
H -3.36962 2.95543 -2.68655  0.12
H -4.10055 4.43688 -0.87082  0.12

Calculated values
Multiplicity = 3
Kohn-Sham gap (spin up / spin down) = 5.12 / 5.63 eV
Total charge = +2
Energy = -160139.9935 eV
Maximum force = 2.44 eV Å⁻¹
Energy above the lowest of the compared OMol25 structures with the same formula, charge and spin = 85.0 kcal/mol